A structure of composition C8H21NO4P2 at a distorted geometry, computed with ωB97M-V/def2-TZVPD.

Output
Lowest unoccupied orbital energy   0.8 eV
Highest occupied orbital energy   -0.3090 Ha
E   -1355.89377 hartree

Last column: natural (NBO) charge in e.
Cartesian coordinates (Å):
P: 1.580 -0.897 0.223  1.030
P: -0.507 1.051 0.261  2.508
O: -0.760 1.738 1.585  -1.115
O: -0.065 -0.520 0.572  -1.014
O: -1.885 1.182 -0.654  -0.783
O: 0.686 1.881 -0.523  -0.814
N: -2.591 -0.996 2.120  -0.845
C: -3.463 -0.156 1.283  -0.234
C: -3.535 -0.646 -0.192  -0.443
C: 0.367 3.281 -0.585  -0.265
C: 3.919 -0.880 1.655  -0.607
C: 1.965 -0.720 -1.594  -0.735
C: -2.406 -0.076 -1.117  -0.084
C: 2.758 0.105 1.264  -0.742
C: 1.307 -1.940 -2.334  -0.607
H: 2.325 0.452 2.216  0.255
H: 0.566 3.703 0.414  0.208
H: 1.595 0.204 -2.069  0.234
H: 0.988 3.810 -1.319  0.197
H: 3.187 0.979 0.744  0.223
H: -0.693 3.463 -0.832  0.198
H: -3.609 -1.745 -0.247  0.214
H: -2.880 0.127 -2.094  0.192
H: 1.610 -2.870 -1.837  0.221
H: -4.487 -0.251 -0.596  0.208
H: 4.637 -0.420 2.344  0.220
H: 4.405 -1.275 0.745  0.201
H: -1.622 -0.823 -1.336  0.181
H: 0.215 -1.815 -2.286  0.200
H: 3.063 -0.768 -1.685  0.238
H: -3.236 0.917 1.370  0.219
H: 3.446 -1.761 2.125  0.218
H: -1.848 -0.420 2.494  0.378
H: -4.492 -0.271 1.687  0.178
H: 1.645 -1.897 -3.381  0.216
H: -2.186 -1.746 1.579  0.351

Atoms 1-3, force components in eV/Å:
P 0.765 -2.533 0.849
P -1.142 2.426 3.673
O 0.386 -1.190 -2.232

A structure of composition C8H22Cl2N2O2Ti at a distorted geometry, computed with ωB97M-V/def2-TZVPD.

Output
Energy relative to the best compared isomer or geometry (same formula, charge and spin)   0.0 kJ/mol
Expectation value of S²   3.753
Lowest unoccupied orbital energy (spin up / spin down)   2.7 / 2.6 eV
Highest occupied orbital energy (spin up / spin down)   -0.0269 / -0.1837 Ha
2S+1   4
E   -2347.89718 hartree
Charge   -1

Last column: Löwdin spin population.
Cartesian coordinates (Å):
Ti: 0.086 2.120 -1.444  2.393
Cl: -0.266 4.657 -0.877  0.043
Cl: -0.287 2.351 -4.064  0.044
O: -4.002 0.693 1.211  0.006
O: 2.760 -2.767 -0.660  0.004
N: -1.551 1.611 0.119  0.080
N: 2.079 0.807 -1.465  0.086
C: 3.050 -1.375 -0.773  0.010
C: 1.826 -0.661 -1.352  0.054
C: -5.212 0.768 1.929  0.001
C: -0.427 0.784 2.136  0.036
C: 3.892 -3.532 -0.344  0.001
C: -1.642 0.652 1.236  0.028
C: -2.885 0.840 2.060  0.005
C: 1.386 -1.203 -2.686  0.029
H: -5.300 -0.069 2.636  0.000
H: -6.027 0.706 1.210  0.000
H: -1.625 -0.353 0.811  0.015
H: 3.922 -1.218 -1.425  0.001
H: 0.357 -0.887 -2.882  0.028
H: -0.413 1.778 2.596  0.003
H: -2.907 1.827 2.537  0.002
H: -0.485 0.054 2.947  0.002
H: 2.692 0.947 -2.270  0.009
H: 3.724 -4.551 -0.701  0.000
H: -1.711 2.562 0.496  0.008
H: -2.920 0.033 2.811  0.001
H: 0.478 0.678 1.539  0.027
H: 1.433 -2.292 -2.689  0.001
H: -2.417 1.489 -0.421  0.018
H: 2.628 1.103 -0.651  0.027
H: -5.320 1.720 2.464  0.000
H: 1.990 -0.799 -3.503  0.001
H: 4.062 -3.565 0.739  0.000
H: 0.981 -0.754 -0.660  0.032
H: 3.262 -0.999 0.242  0.004
H: 4.789 -3.159 -0.854  0.000

Atoms 1-3, force components in eV/Å:
Ti -0.134 0.548 -0.685
Cl -0.078 -0.579 0.292
Cl 0.312 -0.381 0.594

A structure of composition C8H22ClMnSiYb at a distorted geometry, computed with ωB97M-V/def2-TZVPD.

Output
Energy relative to the best compared isomer or geometry (same formula, charge and spin)   239.8 kJ/mol
Expectation value of S²   8.879
Lowest unoccupied orbital energy (spin up / spin down)   1.6 / 1.6 eV
Highest occupied orbital energy (spin up / spin down)   -0.1219 / -0.1291 Ha
2S+1   6
E   -3377.24819 hartree
Charge   -1

Last column: Löwdin spin population.
Cartesian coordinates (Å):
Yb: -0.086 -1.612 -2.570  1.055
Mn: -1.233 0.191 -0.483  3.954
Cl: -2.694 1.711 0.262  0.069
Si: 0.654 0.531 1.822  0.005
C: -2.347 -1.407 -0.693  0.010
C: 0.349 -1.267 -0.229  -0.109
C: 0.389 1.258 0.082  -0.058
C: -0.752 -0.449 2.582  0.008
C: 1.611 -0.072 -3.042  0.005
C: 2.288 -0.366 2.043  0.000
C: -1.647 -0.129 -3.502  0.024
C: 0.829 2.044 2.968  0.000
H: 1.428 -1.077 -0.379  -0.004
H: 1.240 1.148 -0.603  0.005
H: -2.890 -1.357 -1.642  0.012
H: 2.240 -1.415 1.725  0.000
H: 0.245 -2.146 0.428  -0.005
H: 1.509 0.943 -2.636  0.001
H: 1.562 0.022 -4.136  0.001
H: -1.878 -2.390 -0.542  0.004
H: -2.726 -0.283 -3.421  0.000
H: 1.369 2.865 2.478  0.000
H: -0.880 -1.444 2.145  0.000
H: -3.078 -1.236 0.108  0.012
H: 2.616 -0.433 -2.784  0.000
H: -1.473 0.940 -3.373  0.002
H: -0.506 -0.581 3.646  0.002
H: 3.094 0.119 1.473  0.000
H: 0.073 2.311 0.067  0.002
H: -0.151 2.430 3.278  0.000
H: 2.585 -0.360 3.104  0.000
H: -1.712 0.081 2.515  0.001
H: 1.382 1.769 3.877  0.000
H: -1.408 -0.343 -4.567  0.005

Atoms 1-3, force components in eV/Å:
Yb 0.202 1.115 1.709
Mn 2.449 0.032 0.897
Cl -0.746 0.479 0.043

A structure of composition C8H22CuN2O10S2 at a distorted geometry, computed with ωB97M-V/def2-TZVPD.

Output
Energy relative to the best compared isomer or geometry (same formula, charge and spin)   188.2 kJ/mol
Expectation value of S²   0.753
Lowest unoccupied orbital energy (spin up / spin down)   4.2 / 4.2 eV
Highest occupied orbital energy (spin up / spin down)   -0.0588 / -0.0495 Ha
2S+1   2
E   -3616.77307 hartree
Charge   -2

Last column: Löwdin spin population.
Cartesian coordinates (Å):
Cu: -10.416 -7.563 7.018  0.703
S: -12.798 -6.932 5.642  0.001
S: -9.763 -5.877 9.144  0.000
O: -13.992 -6.522 6.293  0.009
O: -8.991 -6.278 7.970  0.083
O: -12.312 -8.132 6.306  0.076
O: -8.086 -6.063 3.010  0.000
O: -11.008 -6.486 8.713  0.070
O: -12.874 -7.107 4.171  0.004
O: -8.847 -11.198 6.500  0.000
O: -11.689 -6.074 6.019  0.021
O: -9.837 -4.460 9.245  0.015
O: -9.311 -6.533 10.385  0.006
N: -9.371 -8.714 5.319  0.015
N: -9.418 -9.003 8.641  -0.002
C: -9.052 -6.874 3.779  0.000
C: -7.672 -4.925 3.637  0.000
C: -8.822 -11.393 7.928  0.000
C: -11.178 -10.525 8.493  -0.001
C: -8.395 -8.018 4.544  0.001
C: -7.716 -11.690 5.845  0.000
C: -7.495 -8.953 3.785  0.001
C: -9.695 -10.402 8.741  0.000
H: -11.682 -9.669 8.941  0.000
H: -9.716 -7.291 3.021  0.000
H: -8.461 -8.853 8.929  0.000
H: -7.028 -8.462 2.932  0.000
H: -10.002 -8.957 4.569  0.000
H: -11.695 -11.332 9.013  0.000
H: -9.548 -10.636 9.795  0.000
H: -8.103 -9.835 3.585  0.000
H: -8.358 -4.105 3.425  0.000
H: -7.365 -12.629 6.271  0.000
H: -9.873 -8.574 9.435  0.000
H: -11.417 -10.501 7.429  0.000
H: -6.666 -9.329 4.384  0.000
H: -7.494 -4.953 4.712  0.000
H: -6.816 -11.097 6.007  0.000
H: -7.918 -11.718 4.774  0.000
H: -7.712 -7.547 5.251  0.000
H: -9.018 -12.407 8.276  0.000
H: -9.054 -9.617 5.643  0.000
H: -9.743 -6.261 4.357  0.000
H: -6.682 -4.584 3.332  0.000
H: -7.842 -11.229 8.376  0.000

Atoms 1-3, force components in eV/Å:
Cu -0.859 1.229 0.249
S 0.686 1.210 -1.734
S -0.503 -0.524 1.236

A structure of composition C8H22F4N4O10PbS4 at a distorted geometry, computed with ωB97M-V/def2-TZVPD.

Output
Energy relative to the best compared isomer or geometry (same formula, charge and spin)   287.3 kJ/mol
Lowest unoccupied orbital energy   -1.0 eV
Highest occupied orbital energy   -0.3862 Ha
E   -3474.33459 hartree

Last column: natural (NBO) charge in e.
Cartesian coordinates (Å):
Pb: -19.131 -10.411 16.093  1.609
S: -17.283 -7.939 14.108  2.361
S: -20.276 -12.961 18.688  2.372
S: -16.896 -10.118 13.332  2.449
S: -21.931 -11.413 18.236  2.336
F: -17.589 -11.594 13.554  -0.523
F: -22.014 -10.129 17.228  -0.538
F: -18.744 -13.362 18.426  -0.525
F: -17.078 -7.221 15.529  -0.490
O: -20.368 -12.342 14.631  -0.597
O: -20.819 -14.161 18.070  -0.882
O: -15.484 -10.294 13.138  -0.845
O: -17.693 -9.718 12.149  -0.923
O: -17.915 -9.226 18.070  -0.613
O: -18.588 -7.378 13.725  -0.876
O: -15.986 -7.583 13.520  -0.814
O: -22.196 -10.768 19.469  -0.847
O: -22.975 -12.264 17.642  -0.813
O: -20.265 -12.932 20.169  -0.858
N: -20.375 -9.571 13.749  -0.878
N: -20.383 -8.045 16.727  -0.890
N: -17.407 -9.611 14.624  -1.247
N: -20.242 -11.708 17.864  -1.182
C: -19.565 -7.314 17.687  -0.079
C: -17.076 -9.914 18.997  -0.254
C: -21.493 -10.487 13.606  -0.091
C: -18.885 -8.320 18.710  -0.082
C: -19.944 -13.714 14.572  -0.250
C: -21.157 -11.973 13.480  -0.067
C: -20.438 -6.331 18.404  -0.627
C: -22.434 -10.030 12.531  -0.615
H: -16.632 -9.327 19.802  0.193
H: -19.802 -5.711 19.036  0.222
H: -22.783 -9.027 12.776  0.209
H: -18.424 -7.710 19.487  0.198
H: -20.613 -12.145 12.551  0.181
H: -23.251 -10.741 12.408  0.221
H: -21.983 -9.937 11.543  0.212
H: -22.138 -10.420 14.482  0.201
H: -19.582 -8.921 19.294  0.199
H: -19.829 -9.485 12.904  0.420
H: -20.719 -14.410 14.251  0.191
H: -21.019 -5.707 17.725  0.229
H: -19.629 -13.801 15.612  0.213
H: -16.292 -10.449 18.462  0.212
H: -18.827 -6.734 17.134  0.226
H: -21.261 -8.280 17.167  0.398
H: -20.546 -7.475 15.909  0.389
H: -17.807 -10.548 19.499  0.191
H: -21.971 -12.696 13.434  0.198
H: -20.840 -8.716 14.017  0.376
H: -19.063 -13.792 13.935  0.186
H: -20.992 -6.898 19.152  0.214

Atoms 1-3, force components in eV/Å:
Pb -0.633 0.336 -0.940
S 0.175 4.085 1.466
S 4.799 -10.189 4.930

A cluster of 3 separate species, C8H22N3O3 in total at a distorted geometry, computed with ωB97M-V/def2-TZVPD.

Output
Lowest unoccupied orbital energy   2.5 eV
Highest occupied orbital energy   -0.0502 Ha
E   -707.81527 hartree
Charge   -1

Last column: natural (NBO) charge in e.
Cartesian coordinates (Å):
O: 0.431 1.820 0.718  -0.729
O: -0.701 4.170 4.511  -0.722
O: 2.807 -2.216 -0.808  -0.700
N: -0.079 -3.185 -2.717  -0.687
N: -2.233 -4.317 -2.816  -0.867
N: 0.592 -2.349 -1.839  -0.315
C: -1.812 4.388 3.655  -0.059
C: 0.376 -0.882 -2.138  -0.451
C: 0.854 0.927 2.910  -0.635
C: -1.568 -2.927 -2.741  -0.079
C: 2.066 -2.721 -1.832  0.675
C: 2.842 -3.634 -2.950  -0.728
C: -1.351 4.452 2.214  -0.646
C: 0.426 0.627 1.488  -0.073
H: -0.628 5.263 2.074  0.187
H: -0.084 4.912 4.385  0.458
H: -1.815 -2.422 -3.792  0.101
H: -2.197 4.615 1.540  0.208
H: -2.306 5.318 3.951  0.145
H: -3.283 -4.159 -2.817  0.314
H: 1.337 2.174 0.732  0.459
H: -0.677 -0.468 -1.760  0.194
H: 1.100 -0.096 1.020  0.194
H: 3.418 -4.499 -2.365  0.221
H: -0.587 0.215 1.473  0.175
H: -2.518 3.563 3.795  0.177
H: -1.999 -4.763 -3.741  0.342
H: 0.577 -0.572 -3.254  0.167
H: 0.183 1.661 3.367  0.210
H: 2.150 -4.177 -3.722  0.252
H: 3.622 -3.007 -3.599  0.218
H: 1.860 1.360 2.929  0.190
H: -0.847 3.523 1.929  0.248
H: 1.182 -0.283 -1.492  0.199
H: -1.988 -2.330 -1.827  0.145
H: 0.851 0.018 3.518  0.211

Atoms 1-3, force components in eV/Å:
O 0.140 0.561 -0.209
O 0.331 0.161 0.347
O -3.388 -2.543 -5.364

A structure of composition C8H23Br2CoN2O3 at a distorted geometry, computed with ωB97M-V/def2-TZVPD.

Output
Expectation value of S²   3.756
Lowest unoccupied orbital energy (spin up / spin down)   2.4 / 2.4 eV
Highest occupied orbital energy (spin up / spin down)   -0.1578 / -0.1600 Ha
2S+1   4
E   -7184.72688 hartree
Charge   -1

Last column: Löwdin spin population.
Cartesian coordinates (Å):
Br: 2.599 -20.266 -3.220  0.051
Br: 0.607 -16.654 -2.085  0.044
Co: 0.299 -19.405 -2.109  2.753
O: -0.405 -21.712 -1.936  0.015
O: -1.522 -18.752 1.722  0.000
O: -0.960 -19.455 -3.669  0.067
N: 0.818 -19.834 -0.121  0.026
N: -1.930 -18.960 -1.186  0.023
C: 0.768 -21.502 1.648  0.002
C: -2.747 -18.120 -0.293  0.002
C: -1.138 -22.576 -2.768  0.002
C: 0.638 -21.294 0.151  0.002
C: -1.537 -18.958 3.201  0.000
C: -2.818 -18.733 1.128  0.000
C: -0.618 -21.948 -0.555  0.001
C: -4.188 -17.911 -0.866  0.002
H: -2.054 -19.854 3.543  0.000
H: -3.431 -18.097 1.767  0.000
H: 0.160 -19.365 0.486  0.001
H: 1.685 -19.480 0.259  0.003
H: -1.595 -20.165 -3.887  0.006
H: -4.217 -17.710 -1.936  0.000
H: -1.955 -18.658 -2.149  0.000
H: -4.900 -18.659 -0.518  0.000
H: 1.544 -21.735 -0.264  0.000
H: -0.420 -22.986 -0.287  0.000
H: -0.658 -23.545 -2.904  0.000
H: -0.517 -18.927 3.584  0.000
H: 1.560 -20.910 2.107  0.000
H: -2.003 -18.107 3.699  0.000
H: -2.122 -22.808 -2.361  0.000
H: -4.412 -16.906 -0.511  0.000
H: -1.579 -21.512 -0.281  0.000
H: -1.171 -22.097 -3.747  0.000
H: -2.360 -19.873 -1.239  0.000
H: -2.281 -17.134 -0.271  0.000
H: -0.162 -21.229 2.146  0.000
H: -3.361 -19.678 1.136  0.000
H: 0.977 -22.536 1.924  0.000

Atoms 1-3, force components in eV/Å:
Br -0.461 0.006 0.499
Br -0.147 -0.645 0.286
Co 0.340 0.749 -1.654

A structure of composition C8H23FeN3O2PS2, computed with ωB97M-V/def2-TZVPD.

Output
Energy relative to the best compared isomer or geometry (same formula, charge and spin)   36.8 kJ/mol
Expectation value of S²   8.782
Lowest unoccupied orbital energy (spin up / spin down)   0.4 / -0.1 eV
Highest occupied orbital energy (spin up / spin down)   -0.2584 / -0.2807 Ha
2S+1   6
E   -3034.86769 hartree

Last column: Löwdin spin population.
Cartesian coordinates (Å):
Fe: 0.415 0.277 1.016  3.814
S: 0.197 1.233 -1.646  0.089
S: 1.995 0.030 2.457  0.792
P: 1.306 -0.379 -1.178  0.067
O: 0.834 -1.629 -2.148  0.029
O: 2.808 -0.235 -1.706  0.011
N: 0.195 2.436 1.552  0.059
N: -1.934 0.723 0.882  0.033
N: -0.663 -1.534 1.828  0.055
C: -0.173 -3.534 -1.069  0.001
C: 3.086 0.207 -3.052  0.004
C: -1.127 2.709 2.107  0.006
C: 3.911 1.471 -2.995  0.001
C: -2.166 2.149 1.142  0.002
C: -2.703 -0.246 1.669  0.002
C: -0.406 -2.262 -1.861  0.002
C: -1.788 -1.022 2.610  0.006
H: 4.823 1.305 -2.421  0.000
H: 0.454 -4.224 -1.631  0.000
H: -0.881 -2.477 -2.819  0.000
H: -2.342 -1.809 3.128  0.002
H: -0.916 -2.323 1.245  0.003
H: 0.344 -3.314 -0.133  0.000
H: 0.383 2.971 0.710  0.001
H: -3.178 -0.953 0.983  0.000
H: -3.507 0.245 2.223  0.000
H: -1.194 2.201 3.072  0.001
H: -2.040 0.553 -0.109  0.001
H: 4.188 1.787 -4.002  0.000
H: -2.068 2.673 0.188  0.000
H: 2.147 0.373 -3.584  0.002
H: -1.307 3.774 2.281  0.002
H: 3.622 -0.607 -3.540  0.000
H: 0.135 -1.774 2.411  0.006
H: -1.369 -0.354 3.366  0.001
H: -1.120 -4.036 -0.853  0.000
H: 0.949 2.565 2.216  0.009
H: -1.068 -1.566 -1.328  0.001
H: -3.180 2.329 1.512  0.001
H: 3.340 2.269 -2.523  0.000

Atoms 1-3, force components in eV/Å:
Fe 0.379 -0.070 0.101
S -0.068 0.131 -0.007
S -0.234 0.023 -0.164